--- 1 ---
The following is a DFT calculation (the ωB97M-V functional and the def2-TZVPD basis) of a cluster of 2 separate species, C4H10S in total.

Summary:
HOMO level in eV: -9.1
Spin multiplicity: 1
Kohn-Sham gap in Ha: 0.2895
LUMO level in eV: -1.176

Geometry (Å):
C1 -2.437 1.359 -0.862
C2 -1.565 0.883 0.274
C3 -0.573 -0.174 -0.201
C4 0.488 -0.682 0.800
S1 2.108 -0.842 0.020
H1 -2.883 0.489 -1.448
H2 -3.227 2.052 -0.735
H3 -1.821 1.749 -1.677
H4 -2.096 0.539 1.137
H5 -0.960 1.722 0.710
H6 -0.109 0.248 -1.061
H7 -1.060 -1.059 -0.653
H8 0.079 -1.570 1.039
H9 0.726 -0.090 1.602
H10 2.142 1.074 0.704

--- 2 ---
The following is a DFT calculation (the ωB97M-V functional and the def2-TZVPD basis) of a cluster of 2 separate species, C4H10S in total.

Summary:
HOMO level in eV: -9.1
Spin multiplicity: 1
Kohn-Sham gap in Ha: 0.3675
SMILES string: C=CC.CS
LUMO level in eV: 0.878

Geometry (Å):
C1 -1.490 -0.717 -2.565
S1 -0.016 -0.887 -1.521
H1 -2.370 -0.608 -1.924
H2 -1.449 0.261 -3.041
H3 -1.624 -1.590 -3.192
H4 0.857 -0.326 -2.334
C2 0.836 1.386 1.049
C3 0.985 -0.010 1.588
C4 0.376 -0.584 2.628
H5 0.911 1.445 -0.037
H6 -0.144 1.764 1.369
H7 1.579 2.168 1.269
H8 1.379 -0.595 0.771
H9 0.646 -1.606 2.850
H10 -0.476 -0.101 3.091

Stability ranking, top entry: 2; the second entry is 39.6 kcal/mol less favorable.

--- 1 ---
The following is a DFT calculation (the ωB97M-V functional and the def2-TZVPD basis) of the molecule C20H21N3O3S.

Summary:
HOMO level in eV: -8.2
Spin multiplicity: 1
Kohn-Sham gap in Ha: 0.3032
SMILES string: Cc1occc1-c1nnc(SCC(=O)c2ccccc2)n1C[C@H]1CCCO1
LUMO level in eV: 0.097

Geometry (Å):
C1 -1.050 -3.287 0.878
C2 -1.967 -2.585 -0.053
C3 -1.722 -1.584 -0.960
C4 -2.978 -1.284 -1.562
C5 -3.876 -2.111 -0.973
O1 -3.275 -2.893 -0.057
H1 -4.931 -2.241 -1.113
H2 -3.175 -0.581 -2.345
C6 -0.428 -1.008 -1.232
N1 0.680 -1.704 -1.353
N2 1.681 -0.865 -1.613
C7 1.191 0.341 -1.632
N3 -0.161 0.320 -1.408
C8 -1.024 1.456 -1.252
H3 -1.944 1.290 -1.818
H4 -0.499 2.325 -1.661
C9 -1.377 1.713 0.228
C10 -2.106 3.062 0.393
H5 -1.473 3.804 0.873
C11 -3.330 2.702 1.237
H6 -4.196 3.323 1.018
C12 -3.541 1.239 0.855
H7 -4.064 0.653 1.610
H8 -4.084 1.157 -0.099
O2 -2.240 0.706 0.730
H9 -3.094 2.775 2.298
H10 -2.415 3.444 -0.581
H11 -0.462 1.665 0.829
S1 2.106 1.789 -1.982
C13 2.519 2.379 -0.283
C14 2.364 1.284 0.751
O3 1.518 1.411 1.614
C15 3.209 0.087 0.638
C16 4.330 0.009 -0.188
C17 5.035 -1.174 -0.282
C18 4.631 -2.289 0.435
C19 3.523 -2.220 1.264
C20 2.820 -1.039 1.370
H12 1.944 -0.965 1.998
H13 3.204 -3.089 1.818
H14 5.179 -3.215 0.343
H15 5.899 -1.231 -0.926
H16 4.655 0.863 -0.762
H17 3.543 2.744 -0.337
H18 1.847 3.203 -0.038
H19 -1.281 -4.349 0.901
H20 -0.028 -3.139 0.541
H21 -1.160 -2.891 1.888

--- 2 ---
The following is a DFT calculation (the ωB97M-V functional and the def2-TZVPD basis) of the molecule C20H21N3O3S.

Summary:
HOMO level in eV: -8.5
Spin multiplicity: 1
Kohn-Sham gap in Ha: 0.3135
SMILES string: CCOCCCNC(=O)c1ccc(-n2c(=S)[nH]c3ccccc3c2=O)cc1
LUMO level in eV: 0.026

Geometry (Å):
C1 -4.750 1.737 -2.348
C2 -4.564 0.236 -2.202
O1 -5.259 -0.182 -1.051
C3 -4.878 -1.434 -0.546
C4 -5.341 -1.531 0.908
H1 -6.429 -1.486 0.940
H2 -5.017 -2.490 1.318
C5 -4.786 -0.373 1.743
N1 -3.345 -0.317 1.694
C6 -2.681 0.710 1.110
O2 -3.219 1.736 0.746
C7 -1.212 0.478 0.940
C8 -0.449 -0.234 1.860
C9 0.901 -0.431 1.638
C10 1.486 0.071 0.486
C11 0.745 0.806 -0.425
C12 -0.600 1.015 -0.188
H3 -1.199 1.591 -0.877
H4 1.220 1.209 -1.306
N2 2.879 -0.161 0.241
C13 3.261 -1.422 -0.122
S1 2.199 -2.665 -0.316
N3 4.586 -1.631 -0.339
C14 5.549 -0.657 -0.236
C15 6.893 -0.930 -0.483
C16 7.826 0.081 -0.368
C17 7.439 1.368 -0.009
C18 6.111 1.645 0.236
C19 5.154 0.637 0.125
C20 3.741 0.931 0.389
O3 3.313 2.013 0.717
H5 5.777 2.632 0.517
H6 8.179 2.148 0.077
H7 8.866 -0.133 -0.560
H8 7.191 -1.929 -0.761
H9 4.846 -2.571 -0.611
H10 1.500 -0.983 2.347
H11 -0.895 -0.615 2.767
H12 -2.848 -1.173 1.883
H13 -5.117 -0.473 2.782
H14 -5.146 0.573 1.335
H15 -3.782 -1.545 -0.598
H16 -5.323 -2.249 -1.141
H17 -3.492 0.000 -2.097
H18 -4.941 -0.300 -3.090
H19 -4.216 2.099 -3.222
H20 -4.368 2.227 -1.456
H21 -5.806 1.971 -2.449

Stability ranking, top entry: 2; the second entry is 59.8 kcal/mol less favorable.